Record 1
The following is a quantum chemistry calculation of 2 unconnected molecules or ions with the total composition C3H10NOS, from OMol25.

Output
Total charge: -1
HOMO level: -2.68 eV
E_LUMO: 3.059 eV

Geometry (Å):
C  -1.27240  0.50780  -0.17966
C  -0.58756  0.17993  1.13993
S  -1.65116  -0.47534  2.46397
H  -1.44522  -0.40216  -0.74425
H  -2.24988  0.95466  0.04957
H  -0.66438  1.17274  -0.77699
H  -0.12855  1.04344  1.61910
H  0.16629  -0.57063  0.90031
H  -2.48519  -1.16343  1.64509
N  2.45572  0.83924  -1.27757
C  1.93819  -0.12513  -2.37096
O  0.72623  -0.60892  -2.19323
H  2.20676  0.42833  -0.38842
H  1.81359  1.62900  -1.37161
H  2.75677  -0.88601  -2.41949
H  2.11494  0.49992  -3.29080

Charges obtained by Löwdin population analysis, quoted in units of e: number 1, C, carries -0.19; number 2, C, carries -0.65; number 3, S, carries 0.62; number 4, H, carries 0.06; number 5, H, carries 0.05; number 6, H, carries 0.05; number 7, H, carries 0.05; number 8, H, carries 0.05; number 9, H, carries -0.15; number 10, N, carries -0.05; number 11, C, carries -0.63; number 12, O, carries -0.33; number 13, H, carries 0.00; number 14, H, carries 0.01; number 15, H, carries 0.05; number 16, H, carries 0.06

***

Record 2
The following is a quantum chemistry calculation of a molecular structure, C22H19N7O2PtS3, from OMol25.

Output
HOMO level (spin up / spin down): -7.16 / -7.16 eV
E_LUMO (spin up / spin down): -1.557 / -1.558 eV

Geometry (Å):
Pt  -0.06046  0.04630  -0.04064
N  -3.94800  -1.63644  -0.84843
C  -2.74517  -1.19607  -0.39625
S  -1.90748  -0.01779  -1.41490
N  -2.23349  -1.69271  0.68356
N  -0.99992  -1.29633  1.00283
C  -0.32758  -1.84577  2.05524
C  -0.92860  -2.86224  2.91254
C  -1.76919  -3.84644  2.37816
C  -2.35722  -4.79430  3.19301
C  -2.09446  -4.80914  4.55382
C  -1.25685  -3.84718  5.09640
C  -0.70220  -2.86867  4.29473
C  0.98205  -1.33645  2.22686
C  1.94619  -1.83725  3.13791
C  3.16700  -1.23321  3.25286
C  3.47877  -0.13473  2.42884
C  2.55588  0.25749  1.49037
N  1.35139  -0.30749  1.36850
H  -4.42135  -1.06161  -1.52534
H  -4.51662  -2.15566  -0.20017
H  -1.94938  -3.86918  1.31578
H  -3.02173  -5.53129  2.76254
H  -2.53886  -5.56224  5.18854
H  -1.04239  -3.84964  6.15557
H  -0.11566  -2.08318  4.74587
H  1.71392  -2.71321  3.72446
H  3.89862  -1.59033  3.96067
H  4.42719  0.37063  2.51383
H  2.78625  1.06594  0.80632
N  -3.35733  5.10587  -6.12435
C  -2.78025  4.95186  -4.88928
C  -3.35178  4.09114  -3.94402
C  -2.81112  3.98320  -2.67977
C  -1.69316  4.72726  -2.35017
C  -1.10967  5.58233  -3.26809
C  -1.65111  5.69717  -4.53266
S  -0.99890  4.56163  -0.71354
O  0.21899  5.33880  -0.65703
O  -2.00998  4.83088  0.25914
N  -0.59175  2.95792  -0.59694
C  0.50114  2.60636  -1.18048
S  1.54326  3.65653  -2.14882
C  2.56779  2.29285  -2.45489
C  2.12004  1.18518  -1.81551
N  0.97433  1.36030  -1.11650
H  -4.01281  4.40521  -6.42620
H  -2.81280  5.54500  -6.84720
H  -4.22169  3.51398  -4.22115
H  -3.23663  3.33000  -1.93428
H  -0.23865  6.14670  -2.97227
H  -1.21011  6.36084  -5.26241
H  3.44170  2.39910  -3.06292
H  2.57682  0.20787  -1.81509

Charges obtained by Löwdin population analysis, quoted in units of e: number 1, Pt, carries 0.98; number 2, N, carries 0.09; number 3, C, carries -0.80; number 4, S, carries 0.58; number 5, N, carries -0.02; number 6, N, carries -0.17; number 7, C, carries -0.15; number 8, C, carries -0.16; number 9, C, carries -0.03; number 10, C, carries -0.07; number 11, C, carries -0.08; number 12, C, carries -0.08; number 13, C, carries -0.05; number 14, C, carries -0.17; number 15, C, carries 0.00; number 16, C, carries -0.04; number 17, C, carries -0.03; number 18, C, carries -0.10; number 19, N, carries -0.07; number 20, H, carries 0.09; number 21, H, carries 0.10; number 22, H, carries 0.10; number 23, H, carries 0.11; number 24, H, carries 0.10; number 25, H, carries 0.11; number 26, H, carries 0.11; number 27, H, carries 0.11; number 28, H, carries 0.11; number 29, H, carries 0.11; number 30, H, carries 0.11; number 31, N, carries 0.10; number 32, C, carries -0.33; number 33, C, carries -0.03; number 34, C, carries -0.06; number 35, C, carries -0.31; number 36, C, carries -0.08; number 37, C, carries -0.03; number 38, S, carries 0.58; number 39, O, carries -0.40; number 40, O, carries -0.30; number 41, N, carries -0.12; number 42, C, carries -0.74; number 43, S, carries 1.07; number 44, C, carries -0.40; number 45, C, carries -0.28; number 46, N, carries -0.25; number 47, H, carries 0.09; number 48, H, carries 0.09; number 49, H, carries 0.11; number 50, H, carries 0.11; number 51, H, carries 0.11; number 52, H, carries 0.11; number 53, H, carries 0.05; number 54, H, carries 0.11

***

Record 3
The following is a quantum chemistry calculation of a single C5H9NO4 molecule, from OMol25.

Output
HOMO level: -9.91 eV
E_LUMO: 0.523 eV
SMILES string: N[C@@H](CCC(=O)O)C(=O)O

Geometry (Å):
N  -0.95123  -0.51424  2.31226
C  -0.28788  -0.50888  1.00413
C  -0.01464  0.93696  0.59105
C  0.40908  1.19397  -0.86728
C  -0.75167  1.25171  -1.82887
O  -1.95820  1.28920  -1.60509
O  -0.25299  1.35543  -3.10557
C  0.96784  -1.32530  1.09967
O  2.05971  -0.95557  0.78346
O  0.70449  -2.58780  1.49269
H  -1.78712  0.03542  2.18786
H  -1.19521  -1.47474  2.60463
H  -0.89956  -1.00032  0.21384
H  0.72036  1.39205  1.24676
H  -0.93816  1.46897  0.73996
H  0.88577  2.13741  -0.93617
H  1.17701  0.44436  -1.07379
H  0.71119  1.44211  -3.05686
H  1.62401  -2.94651  1.37184

Charges obtained by Löwdin population analysis, quoted in units of e: number 1, N, carries 0.06; number 2, C, carries -0.32; number 3, C, carries -0.14; number 4, C, carries -0.10; number 5, C, carries -0.46; number 6, O, carries 0.10; number 7, O, carries 0.08; number 8, C, carries -0.51; number 9, O, carries 0.13; number 10, O, carries 0.11; number 11, H, carries 0.07; number 12, H, carries 0.09; number 13, H, carries 0.17; number 14, H, carries 0.13; number 15, H, carries 0.11; number 16, H, carries 0.12; number 17, H, carries 0.12; number 18, H, carries 0.11; number 19, H, carries 0.15

***

Record 4
The following is a quantum chemistry calculation of a gas-phase ion, C8H18IN2 (charge +1), from OMol25.

Output
Total charge: +1
HOMO level: -13.08 eV
E_LUMO: -3.803 eV
SMILES string: C[C@](N)(I)[NH2+]C1CCCCC1

Geometry (Å):
C  2.66427  -1.54610  -0.63333
C  2.81028  -0.22548  0.12519
N  3.10265  0.97996  -0.34072
I  4.18813  -0.56613  2.00528
N  1.33185  -0.11025  1.02379
C  0.01620  0.38029  0.39605
C  -0.59028  -0.97854  -0.20890
C  -1.96508  -0.75738  -0.83926
C  -2.80046  0.11578  0.06102
C  -2.11639  1.54032  0.12001
C  -0.97151  1.29573  1.14997
H  2.44121  -2.35439  -0.04002
H  3.51824  -1.87688  -1.00473
H  2.01892  -1.30040  -1.39344
H  3.36922  1.78362  0.20131
H  3.52903  0.93375  -1.23145
H  1.06520  -1.00557  1.33386
H  1.35092  0.47541  1.86335
H  0.47843  1.00074  -0.48557
H  -0.75872  -1.83916  0.56939
H  -0.00881  -1.35652  -0.94597
H  -2.37684  -1.64997  -0.95067
H  -1.78406  -0.30522  -1.70416
H  -3.74052  0.18088  -0.36878
H  -2.85668  -0.47631  1.00378
H  -1.88756  1.78329  -0.84390
H  -2.63611  2.43149  0.52748
H  -0.35561  2.11693  1.34841
H  -1.24375  0.92025  2.04291

Charges obtained by Löwdin population analysis, quoted in units of e: number 1, C, carries -0.04; number 2, C, carries -0.68; number 3, N, carries 0.08; number 4, I, carries 0.70; number 5, N, carries 0.05; number 6, C, carries -0.23; number 7, C, carries -0.12; number 8, C, carries -0.19; number 9, C, carries -0.15; number 10, C, carries -0.11; number 11, C, carries -0.13; number 12, H, carries 0.07; number 13, H, carries 0.05; number 14, H, carries 0.07; number 15, H, carries 0.11; number 16, H, carries 0.12; number 17, H, carries 0.09; number 18, H, carries 0.12; number 19, H, carries 0.17; number 20, H, carries 0.17; number 21, H, carries 0.05; number 22, H, carries 0.08; number 23, H, carries 0.08; number 24, H, carries 0.09; number 25, H, carries 0.14; number 26, H, carries 0.08; number 27, H, carries 0.13; number 28, H, carries 0.10; number 29, H, carries 0.08

***

In kcal/mol, the energy above the lowest of the compared OMol25 structures with the same formula, charge and spin values for the records above are, in order, 40.2; 0.0; 14.1; 85.8.
In Eh/bohr, the max |F| values for the records above are, in order, 0.026; 0.074; 0.058; 0.104.
In hartree, the electronic energy values for the records above are, in order, -648.46745; -2697.44625; -551.66736; -722.48081.